The following is a DFT calculation (wB97M-V/def2-TZVPD) of C11H32O15S2V as an isolated structure at a distorted geometry.

Positions of all 61 atoms, in Å:
V (13.320, 0.491, 30.965)
S (14.230, 2.734, 33.547)
S (11.239, 3.212, 30.610)
O (14.083, 2.335, 34.900)
O (18.008, -1.237, 30.407)
O (12.050, 4.421, 30.678)
O (13.402, 3.887, 33.169)
O (15.329, -0.691, 31.439)
O (11.972, 1.957, 30.327)
O (15.020, 1.893, 30.265)
O (13.920, 1.662, 32.626)
O (13.438, -0.272, 29.547)
O (12.381, -5.492, 29.806)
O (10.122, 3.347, 29.729)
O (11.442, 2.504, 35.640)
O (10.922, 3.312, 32.009)
O (12.421, -0.416, 31.935)
O (15.628, 3.129, 33.573)
C (13.561, -3.970, 28.501)
C (15.154, -2.101, 31.628)
C (17.981, -1.118, 28.940)
C (10.735, 1.244, 35.642)
C (11.720, 0.243, 35.437)
C (11.455, -3.344, 29.692)
C (19.389, -1.440, 28.449)
C (12.222, -4.423, 29.035)
C (16.846, -1.865, 28.274)
C (9.669, 1.369, 34.615)
C (14.819, 2.541, 29.013)
H (14.299, -2.341, 32.260)
H (14.027, -4.815, 27.994)
H (10.915, -2.701, 28.998)
H (10.058, 1.466, 33.601)
H (19.962, -0.554, 28.720)
H (11.171, -0.698, 35.395)
H (16.178, -0.699, 30.992)
H (16.782, -2.913, 28.567)
H (8.998, 2.199, 34.837)
H (12.203, 0.362, 34.467)
H (9.109, 0.436, 34.686)
H (19.327, -1.602, 27.373)
H (14.123, -3.688, 29.391)
H (14.435, 1.963, 28.172)
H (12.504, 0.294, 36.193)
H (14.270, 3.478, 29.105)
H (15.900, -1.441, 28.611)
H (18.139, -2.172, 30.580)
H (17.879, -0.036, 28.855)
H (10.254, 1.114, 36.612)
H (15.821, 2.796, 28.669)
H (16.990, -1.842, 27.194)
H (19.824, -2.296, 28.967)
H (15.045, -2.448, 30.601)
H (15.793, 2.298, 30.665)
H (12.368, 2.257, 35.584)
H (11.686, -4.922, 28.227)
H (13.265, -5.788, 29.577)
H (12.136, -2.707, 30.256)
H (13.551, -3.139, 27.796)
H (10.619, -3.734, 30.274)
H (15.982, -2.660, 32.062)

Computed properties:
charge	-3
LUMO	5.23	eV
electronic energy	-3307.105061	Ha
multiplicity	1
strongest force on any atom	7.24	eV Å⁻¹
gap between HOMO and LUMO	1.95	eV

Here are the natural (NBO) charges for atoms 1 to 6, given in e: 1.43, 2.65, 2.61, -1.13, -0.72, -1.09